i) Molecular formula: C4H10NO2S
Method: DFT, ωB97M-V/def2-TZVPD

```
18
C4H10NO2S ωB97M-V/def2-TZVPD
C 0.85 -0.09 0.50
N 0.49 0.41 1.83
C -0.63 0.00 2.51
O -1.18 0.65 3.37
C 0.12 -1.37 -0.07
C -0.97 -0.90 -1.04
S -0.39 -0.50 -2.75
H 0.73 0.66 -0.26
H 1.91 -0.37 0.58
H 0.50 1.42 1.89
H -1.03 -0.97 2.19
H 0.94 -1.99 -0.40
H -0.29 -2.03 0.71
H -1.87 -1.48 -0.83
H -1.40 0.04 -0.65
H 1.26 2.14 -1.99
H 0.30 1.77 -3.01
O 0.66 2.59 -2.58
```

Results
* molar mass: 136.196 g/mol
* HOMO-LUMO gap: 6.70 eV
* LUMO: 3.547 eV
* total charge: -1

ii) Molecular formula: C4H10NO2S
Method: DFT, ωB97M-V/def2-TZVPD

```
18
C4H10NO2S ωB97M-V/def2-TZVPD
O -0.85 -2.37 1.92
C -0.76 -1.80 0.85
N -0.22 -0.60 0.65
C -0.25 0.16 -0.59
C -0.33 1.62 -0.22
S 1.16 2.27 0.64
C -1.36 -0.28 -1.56
H -1.15 -2.33 -0.03
H 0.10 -0.07 1.46
H 0.71 0.03 -1.08
H -1.18 1.90 0.42
H -0.58 2.25 -1.08
H -1.09 -1.25 -1.97
H -2.28 -0.38 -1.01
H -1.39 0.45 -2.36
H 2.91 0.64 1.88
H 3.15 -0.17 0.59
O 3.42 -0.08 1.48
```

Results
* molar mass: 136.196 g/mol
* HOMO-LUMO gap: 6.69 eV
* LUMO: 3.536 eV
* total charge: -1

Top of the stability list: ii), leading by 78.1 kJ/mol.

i) Molecular formula: CH5N2OP
Method: DFT, ωB97M-V/def2-TZVPD

```
10
CH5N2OP ωB97M-V/def2-TZVPD
C 0.81 -1.14 -0.35
N 0.28 -1.14 -1.48
N -0.11 2.07 0.88
O 0.70 -0.08 0.46
P -0.69 0.72 0.57
H 1.53 -1.76 0.14
H 0.65 -1.83 -2.05
H -0.63 2.80 1.10
H -1.31 -0.19 1.43
H -1.23 0.56 -0.69
```

Results
* molar mass: 92.038 g/mol
* HOMO-LUMO gap: 10.20 eV
* LUMO: 0.925 eV
* SMILES: [H]/N=C/O[PH2]=N

ii) Molecular formula: CH5N2OP
Method: DFT, ωB97M-V/def2-TZVPD

```
10
CH5N2OP ωB97M-V/def2-TZVPD
C -1.62 0.76 -0.24
N 1.68 -0.91 0.19
N -1.51 -0.44 0.03
O 1.53 1.54 0.06
P 2.48 0.54 0.42
H -2.65 1.22 -0.52
H -0.62 1.31 -0.18
H 0.69 -1.23 -0.05
H 2.31 -1.74 0.22
H -2.29 -1.06 0.06
```

Results
* molar mass: 92.038 g/mol
* HOMO-LUMO gap: 10.39 eV
* LUMO: 0.674 eV
* SMILES: NP=O.C=N

Top of the stability list: ii), leading by 137.5 kJ/mol.

i) Molecular formula: CH4N4O
Method: DFT, ωB97M-V/def2-TZVPD

```
10
CH4N4O ωB97M-V/def2-TZVPD
C 0.52 0.24 -0.01
H 1.49 -1.55 0.36
H 2.42 -0.21 -0.02
H -0.11 2.02 0.01
H -1.02 -1.37 -0.05
N 1.52 -0.68 -0.14
N 0.75 1.46 -0.04
N -0.80 -0.31 -0.01
N -1.84 0.50 -0.03
O -2.92 -0.11 -0.07
```

Results
* molar mass: 88.070 g/mol
* HOMO-LUMO gap: 10.11 eV
* LUMO: 0.170 eV
* SMILES: [H]/N=C(/N)NN=O

ii) Molecular formula: CH4N4O
Method: DFT, ωB97M-V/def2-TZVPD

```
10
CH4N4O ωB97M-V/def2-TZVPD
C 0.25 -1.10 0.08
N -1.27 1.94 0.18
N -2.03 1.59 -0.65
N -0.17 1.18 0.26
N -0.66 -0.02 -0.10
O 1.59 -0.83 -0.26
H 0.28 -1.39 1.15
H -0.16 -1.94 -0.48
H 0.53 1.25 1.01
H 1.65 -0.69 -1.21
```

Results
* molar mass: 88.070 g/mol
* HOMO-LUMO gap (alpha / beta): 8.34 / 8.96 eV
* LUMO (alpha / beta): -0.452 / 0.185 eV

Top of the stability list: i), leading by 311.8 kJ/mol.

i) Molecular formula: C3H3ClO2
Method: DFT, ωB97M-V/def2-TZVPD

```
9
C3H3ClO2 ωB97M-V/def2-TZVPD
C 0.13 0.53 0.36
C 1.33 -0.03 -0.38
C -1.14 -0.28 0.13
O 0.26 1.58 0.87
O 1.15 0.27 -1.49
Cl 2.59 -0.86 0.44
H -1.36 -0.01 -0.98
H -1.97 0.20 0.72
H -0.98 -1.39 0.34
```

Results
* molar mass: 106.508 g/mol
* HOMO-LUMO gap: 10.49 eV
* LUMO: 0.673 eV
* SMILES: CC(=O)C(=O)Cl

ii) Molecular formula: C3H3ClO2
Method: DFT, ωB97M-V/def2-TZVPD

```
9
C3H3ClO2 ωB97M-V/def2-TZVPD
C 0.31 -1.35 -1.43
C -0.22 -0.39 0.79
C 0.14 1.04 0.56
O -0.48 -0.66 -1.89
O 1.06 -2.15 -1.09
Cl -1.69 -0.69 1.51
H -0.08 1.15 -0.61
H 1.21 1.22 0.82
H -0.25 1.85 1.33
```

Results
* molar mass: 106.508 g/mol
* HOMO-LUMO gap: 8.16 eV
* LUMO: -0.663 eV

Top of the stability list: i), leading by 197.3 kJ/mol.

i) Molecular formula: C3H3ClO2
Method: DFT, ωB97M-V/def2-TZVPD

```
9
C3H3ClO2 ωB97M-V/def2-TZVPD
C -0.60 -1.10 -0.02
C 0.66 -0.17 -0.02
C 0.63 1.14 -0.04
H -1.68 0.56 -0.07
H 1.57 1.63 -0.01
H -0.31 1.70 -0.03
O -1.80 -0.41 0.17
O -0.54 -2.27 -0.06
Cl 2.07 -1.08 0.08
```

Results
* molar mass: 106.508 g/mol
* HOMO-LUMO gap: 10.65 eV
* LUMO: 0.213 eV
* SMILES: C=C(Cl)C(=O)O

ii) Molecular formula: C3H3ClO2
Method: DFT, ωB97M-V/def2-TZVPD

```
9
C3H3ClO2 ωB97M-V/def2-TZVPD
C -0.34 -0.96 0.34
C 1.62 0.59 0.59
C -1.02 0.02 -0.50
O -0.82 -1.97 0.83
O 1.65 1.54 1.34
Cl 2.77 0.15 -0.52
H -1.53 0.51 0.27
H -1.80 -0.46 -1.11
H -0.52 0.57 -1.23
```

Results
* molar mass: 106.508 g/mol
* HOMO-LUMO gap (alpha / beta): 8.46 / 7.77 eV
* LUMO (alpha / beta): -0.298 / -0.695 eV

Top of the stability list: i), leading by 278.3 kJ/mol.

i) Molecular formula: C2H8NO2
Method: DFT, ωB97M-V/def2-TZVPD

```
13
C2H8NO2 ωB97M-V/def2-TZVPD
C 0.77 -1.79 0.05
N 0.56 -1.22 -1.31
H -0.18 -1.83 0.66
H 1.33 -0.99 0.63
H 1.02 -2.83 -0.15
H 0.41 -0.11 -1.32
H 1.46 -1.31 -1.92
H -0.25 -1.65 -1.87
O 0.50 0.97 -0.08
C -0.44 1.57 0.49
O -1.48 0.87 1.01
H -0.51 2.70 0.62
H -1.30 1.14 1.91
```

Results
* molar mass: 78.091 g/mol
* HOMO-LUMO gap: 12.24 eV
* LUMO: -3.627 eV
* total charge: +1

ii) Molecular formula: C2H8NO2
Method: DFT, ωB97M-V/def2-TZVPD

```
13
C2H8NO2 ωB97M-V/def2-TZVPD
C -1.08 0.28 -0.71
C -0.38 0.72 0.52
N -0.67 1.88 1.06
O 0.62 -0.01 0.86
O 1.83 -2.27 -0.15
H -2.15 0.72 -0.86
H -0.48 0.30 -1.59
H -1.34 -0.71 -0.79
H -0.13 2.16 1.85
H 1.71 -1.90 -1.05
H -1.55 2.18 0.69
H 0.83 -0.89 0.26
H 2.80 -2.48 -0.10
```

Results
* molar mass: 78.091 g/mol
* HOMO-LUMO gap: 12.66 eV
* LUMO: -3.826 eV
* total charge: +1

Top of the stability list: ii), leading by 83.2 kJ/mol.